Density functional theory data (wB97M-V/def2-TZVPD) for a structure of composition C3H17N2O3.

ORCA input file:
```
! RIJCOSX wB97M-V def2-TZVPD def2/J DEFGRID3
* xyz 1 1
C 0.696 -0.777 2.752
N 1.705 0.180 2.361
C 0.239 -1.581 1.591
N 0.643 -0.894 -1.454
C -0.537 -0.965 -2.456
H 1.179 -1.350 3.565
H -0.161 -0.290 3.234
H 1.401 0.844 1.662
H 2.187 0.614 3.138
H 1.125 -1.968 1.098
H -0.445 -2.317 1.946
H 1.465 -1.289 -1.879
H -0.395 -0.963 0.885
H -1.440 -0.840 -1.902
H -0.311 -0.041 -3.043
H -0.411 -1.905 -2.998
H 0.857 0.052 -1.079
H -2.073 1.818 0.316
O -1.435 1.269 -0.128
H 1.459 2.255 -0.268
H -0.195 1.486 -0.023
O 0.972 1.458 0.041
H -2.801 1.896 -2.956
H -1.833 1.506 -1.726
O -1.893 1.803 -2.675
*
```

The value obtained for the energy above the lowest of the compared OMol25 structures with the same formula, charge and spin is 9.411 eV. For the energy, the calculation gives -459.19932 hartree. For the HOMO-LUMO gap, the calculation gives 3.6 eV. As for the HOMO energy: -0.49353 Eh. The calculation puts the maximum force at 3.7 eV Å⁻¹.



Density functional theory data (wB97M-V/def2-TZVPD) for a cluster of 4 separate species, C3H17N2O3 in total.

ORCA input file:
```
! RIJCOSX wB97M-V def2-TZVPD def2/J DEFGRID3
* xyz 1 1
N 0.477 0.079 0.889
C -0.384 0.349 -0.338
C 0.248 1.558 -1.009
C -1.845 0.521 0.129
N -2.333 -0.831 0.387
H 0.250 -0.839 1.278
H 0.276 0.851 1.544
H 1.497 0.066 0.923
H -0.269 -0.434 -1.081
H 0.255 2.490 -0.435
H -0.321 1.696 -1.935
H 1.309 1.538 -1.279
H -1.934 1.116 1.035
H -2.317 1.041 -0.703
H -2.575 -1.048 1.337
H -2.979 -1.237 -0.281
H 2.899 -2.363 -0.353
H 1.676 -1.883 -1.017
O 2.188 -1.719 -0.206
H -0.839 -2.653 -2.004
H 0.019 -3.767 -1.287
O 0.060 -2.959 -1.810
H 1.697 2.477 2.784
H 1.626 3.395 1.535
O 1.318 2.557 1.896
*
```

The value obtained for the energy above the lowest of the compared OMol25 structures with the same formula, charge and spin is 1.244 eV. For the energy, the calculation gives -459.49943 hartree. For the HOMO-LUMO gap, the calculation gives 10.4 eV. As for the HOMO energy: -0.48357 Eh. The calculation puts the maximum force at 2.6 eV Å⁻¹.



Density functional theory data (wB97M-V/def2-TZVPD) for a cluster of 4 separate species, C3H17N2O3 in total.

ORCA input file:
```
! RIJCOSX wB97M-V def2-TZVPD def2/J DEFGRID3
* xyz 2 2
C -1.822 -1.859 0.086
C -0.397 -2.399 0.419
C 0.687 -2.406 -0.691
N 0.990 -1.051 -1.147
N -1.746 -0.747 -0.939
H -2.280 -1.330 0.935
H -2.356 -2.700 -0.372
H 0.048 -1.783 1.212
H -0.498 -3.402 0.866
H 1.643 -2.924 -0.431
H 0.266 -2.913 -1.564
H 1.476 -0.396 -0.477
H -0.697 -0.543 -1.288
H 1.534 -1.050 -2.019
H -1.984 0.148 -0.510
H -2.478 -0.856 -1.671
H 0.986 4.118 0.035
H 1.989 4.331 1.173
O 1.373 3.686 0.806
H -2.010 2.192 1.553
H -0.603 2.100 0.947
O -1.531 1.905 0.766
H 1.888 2.157 0.314
H 2.385 0.993 1.271
O 2.080 1.183 0.377
*
```

The value obtained for the energy above the lowest of the compared OMol25 structures with the same formula, charge and spin is 0.531 eV. For the energy, the calculation gives -459.02855 hartree. For the HOMO-LUMO gap (spin up / spin down), the calculation gives 11.8 / 5.5 eV. As for the HOMO energy (spin up / spin down): -0.67777 / -0.67762 Eh. The calculation puts the maximum force at 3.6 eV Å⁻¹.



Density functional theory data (wB97M-V/def2-TZVPD) for a cluster of 5 separate species, C3H17NO4 in total.

ORCA input file:
```
! RIJCOSX wB97M-V def2-TZVPD def2/J DEFGRID3
* xyz 0 1
C 1.651 -0.427 0.277
C 0.765 -1.614 -0.222
C 0.788 -2.683 0.892
N -0.576 -1.018 -0.307
H 2.441 -0.235 -0.437
H 1.113 0.491 0.500
H 2.211 -0.568 1.217
H 1.236 -1.951 -1.145
H 1.440 -3.531 0.616
H 0.935 -2.142 1.822
H -0.132 -3.285 0.891
H -0.542 -0.038 -0.466
H -1.442 -1.507 -0.444
O -2.741 0.768 0.994
H -3.003 1.673 1.182
H -1.948 0.634 1.563
O 2.502 2.753 1.378
H 1.864 2.432 0.717
H 2.622 1.983 1.933
O -0.169 0.787 -2.662
H -1.032 1.210 -2.695
H -0.205 0.011 -2.088
O -2.477 2.018 -1.539
H -3.249 1.636 -1.104
H -2.053 2.602 -0.873
*
```

The value obtained for the energy above the lowest of the compared OMol25 structures with the same formula, charge and spin is 1.193 eV. For the energy, the calculation gives -480.16322 hartree. As for the SMILES: CC(C)N.O.O.O.O. For the HOMO-LUMO gap, the calculation gives 9.3 eV. As for the HOMO energy: -0.33901 Eh. The calculation puts the maximum force at 2.4 eV Å⁻¹.



Density functional theory data (wB97M-V/def2-TZVPD) for a cluster of 5 separate species, C3H17NO4 in total.

ORCA input file:
```
! RIJCOSX wB97M-V def2-TZVPD def2/J DEFGRID3
* xyz 0 1
C 1.269 2.953 0.515
C 1.153 1.476 0.205
C 0.844 0.657 1.452
N 0.178 1.115 -0.823
H 2.224 3.459 0.384
H 0.654 3.509 -0.201
H 0.811 3.131 1.486
H 2.057 0.968 -0.159
H 1.351 0.917 2.379
H -0.145 1.021 1.806
H 0.735 -0.405 1.255
H 0.446 1.506 -1.712
H -0.802 1.210 -0.599
O -2.205 -0.666 2.870
H -2.559 -1.463 2.471
H -1.488 -0.298 2.358
O -0.375 -1.730 -1.351
H 0.299 -2.362 -1.538
H -0.010 -0.840 -1.481
O 1.426 -0.571 -3.232
H 0.978 0.074 -3.794
H 2.298 -0.619 -3.645
O -1.960 -2.361 0.830
H -1.438 -2.178 0.020
H -1.677 -3.260 1.029
*
```

The value obtained for the energy above the lowest of the compared OMol25 structures with the same formula, charge and spin is 0.486 eV. For the energy, the calculation gives -480.18922 hartree. As for the SMILES: CC(C)N.O.O.O.O. For the HOMO-LUMO gap, the calculation gives 9.8 eV. As for the HOMO energy: -0.35231 Eh. The calculation puts the maximum force at 2.4 eV Å⁻¹.